No. 1
{
  "formula": "C17H25N3OPt",
  "method": "ωB97M-V/def2-TZVPD",
  "species": ["Pt", "C", "C", "C", "C", "C", "C", "C", "C", "C", "C", "C", "C", "H", "H", "H", "H", "H", "H", "H", "H", "H", "H", "H", "H", "H", "H", "H", "H", "H", "H", "C", "N", "C", "C", "C", "N", "C", "O", "N", "H", "H", "H", "H", "H", "H", "H"],
  "coordinates": [[0.16488, 0.37441, 0.34602], [1.86641, -1.87662, 1.48469], [0.94047, -1.76532, 0.30421], [-0.49772, -1.75762, 0.49183], [-1.11439, -2.06503, 1.83007], [-1.37074, -1.74183, -0.65530], [-2.83385, -1.61780, -0.48006], [-0.83073, -2.08160, -1.94829], [-1.72405, -2.53992, -3.02022], [0.60822, -2.03849, -2.15898], [1.14671, -2.03140, -3.52202], [1.48611, -2.01335, -1.01381], [2.91739, -2.33399, -1.17158], [2.06148, -2.93550, 1.70004], [1.45053, -1.43269, 2.38493], [2.83052, -1.41081, 1.28448], [-1.65426, -1.21011, 2.24559], [-0.37796, -2.38806, 2.55841], [-1.84575, -2.86897, 1.71966], [-3.25577, -2.62887, -0.34967], [-3.32943, -1.18829, -1.34936], [-3.10241, -1.06255, 0.41538], [-2.18550, -1.65219, -3.49783], [-2.56951, -3.11932, -2.64213], [-1.21387, -3.09807, -3.80095], [1.30938, -3.09276, -3.81637], [2.12401, -1.55755, -3.60090], [0.45656, -1.62806, -4.26190], [3.52394, -1.41872, -1.07113], [3.15821, -2.79164, -2.12623], [3.26297, -2.98932, -0.36743], [-0.28319, 3.56380, 4.05659], [-0.16640, 3.73370, 2.59018], [-0.16737, 4.91629, 2.01343], [-0.06594, 5.02616, 0.61536], [0.05406, 3.81581, -0.19163], [0.05085, 2.62016, 0.42596], [-0.06593, 2.56772, 1.77829], [-0.08454, 1.45927, 2.30721], [0.16592, 3.93457, -1.48547], [-0.18411, 4.53647, 4.52998], [0.49555, 2.88406, 4.39754], [-1.26000, 3.13197, 4.28213], [-0.24688, 5.79388, 2.64865], [-0.07244, 6.00658, 0.15085], [0.16717, 4.84386, -1.94002], [0.26139, 3.12776, -2.09020]],
  "de_lowest_kcal_mol": 2.3,
  "s2": 6.04,
  "spin_multiplicity": 5,
  "e_homo_ev": [-22.1975, -23.1726],
  "total_charge": 4
}

***

No. 2
{
  "formula": "C3H5ClN2",
  "method": "ωB97M-V/def2-TZVPD",
  "species": ["C", "C", "C", "H", "H", "H", "H", "H", "N", "N", "Cl"],
  "coordinates": [[1.21253, 0.70435, 0.14439], [-0.15671, 0.07139, 0.34753], [-3.41536, -0.11047, -0.18196], [1.23294, 1.45086, -0.74091], [1.54598, 1.47216, 0.98872], [0.02044, -0.91494, 0.90454], [-3.91173, -1.21730, 0.35559], [-4.19727, 1.03472, -0.39293], [-1.22286, 0.52201, -0.10086], [-2.18309, -0.50767, 0.01292], [2.54756, -0.34809, -0.13878]],
  "de_lowest_kcal_mol": 99.1,
  "e_homo_ev": -9.6639,
  "total_charge": 0
}

***

No. 3
{
  "formula": "C53H47BaCl2I2N2O3P3S3Sb",
  "method": "ωB97M-V/def2-TZVPD",
  "species": ["Ba", "C", "N", "C", "P", "C", "C", "C", "C", "C", "C", "C", "C", "C", "C", "C", "C", "C", "C", "C", "C", "C", "C", "P", "C", "C", "C", "C", "C", "C", "C", "C", "C", "C", "C", "C", "H", "H", "H", "H", "H", "H", "H", "H", "H", "H", "H", "H", "H", "H", "H", "H", "H", "H", "H", "H", "H", "H", "H", "H", "H", "H", "H", "H", "H", "O", "N", "C", "C", "C", "C", "C", "C", "C", "P", "C", "C", "C", "C", "C", "C", "C", "C", "C", "C", "C", "C", "H", "H", "H", "H", "H", "H", "H", "H", "H", "H", "H", "H", "H", "H", "H", "H", "S", "Sb", "S", "S", "I", "I", "Cl", "C", "Cl", "C", "O", "O", "H", "H"],
  "coordinates": [[-1.08408, -0.21752, -0.04413], [2.25853, 0.83272, 3.03173], [3.10175, 1.65832, 2.15858], [2.94320, 1.97041, 0.73417], [1.19508, 2.18077, 0.27914], [0.47394, 3.32554, 1.48780], [1.19176, 4.33348, 2.14456], [0.57282, 5.14969, 3.09644], [-0.77443, 4.97344, 3.40210], [-1.50613, 3.98219, 2.75508], [-0.88608, 3.16586, 1.80640], [1.33392, 3.15821, -1.25585], [0.84975, 4.46759, -1.39399], [0.98536, 5.16427, -2.59925], [1.59466, 4.55910, -3.69302], [2.06560, 3.25387, -3.58462], [1.93381, 2.56027, -2.37758], [4.25669, 2.18968, 2.77173], [5.48333, 2.26860, 2.09005], [6.62846, 2.79493, 2.69785], [6.57299, 3.25623, 4.00821], [5.37340, 3.19090, 4.70792], [4.23149, 2.66410, 4.09474], [1.42083, -0.49817, 2.12661], [2.68816, -1.39906, 1.19228], [2.28111, -2.06892, 0.02497], [3.20182, -2.74698, -0.77756], [4.54741, -2.76735, -0.42507], [4.96952, -2.11441, 0.73046], [4.04647, -1.43685, 1.53338], [0.96391, -1.62763, 3.48297], [1.63948, -2.82162, 3.77344], [1.23281, -3.64260, 4.83020], [0.13741, -3.28764, 5.61048], [-0.55319, -2.11137, 5.33429], [-0.14295, -1.28932, 4.28024], [1.51945, 1.46255, 3.53933], [2.86654, 0.36594, 3.81764], [3.41031, 1.19362, 0.11990], [3.45523, 2.91065, 0.49153], [2.24652, 4.49198, 1.93385], [1.14895, 5.92057, 3.60160], [-1.25323, 5.60669, 4.14401], [-2.55769, 3.83870, 2.98818], [-1.47737, 2.39235, 1.31856], [0.35498, 4.97660, -0.57134], [0.60746, 6.18077, -2.67896], [1.69501, 5.10024, -4.62991], [2.53092, 2.77113, -4.43937], [2.30005, 1.53581, -2.32898], [5.57549, 1.89142, 1.07473], [7.56288, 2.83736, 2.14469], [7.46095, 3.66531, 4.48210], [5.31856, 3.55443, 5.73054], [3.30551, 2.65823, 4.66411], [1.23480, -2.06040, -0.27702], [2.86444, -3.25362, -1.67794], [5.26604, -3.29047, -1.05013], [6.02017, -2.12581, 1.00832], [4.41099, -0.93146, 2.42431], [2.49478, -3.14467, 3.18671], [1.77411, -4.56262, 5.03661], [-0.18023, -3.92925, 6.42775], [-1.41503, -1.83341, 5.93469], [-0.70856, -0.38004, 4.08259], [-0.86431, 2.38814, -2.03127], [-1.36244, 1.20333, -2.58417], [-0.84816, 1.03327, -3.76027], [-1.16313, -0.10044, -4.66739], [-1.03790, 0.22642, -6.03296], [-1.30937, -0.71363, -7.02319], [-1.70487, -1.99177, -6.65987], [-1.82045, -2.33069, -5.30839], [-1.54885, -1.40517, -4.27524], [-1.65409, -1.93642, -2.52621], [-1.45651, -3.74711, -2.56815], [-0.15045, -4.26705, -2.59903], [0.07895, -5.64585, -2.61801], [-0.99479, -6.53091, -2.60614], [-2.29573, -6.03755, -2.57575], [-2.52423, -4.65791, -2.55554], [-3.40277, -1.68670, -2.07436], [-3.77547, -1.90869, -0.73493], [-5.09490, -1.73124, -0.30937], [-6.06781, -1.32075, -1.21441], [-5.71956, -1.08434, -2.54134], [-4.39811, -1.26217, -2.96589], [-1.31238, 2.41099, -1.16492], [-0.15203, 1.79247, -4.16401], [-0.74227, 1.22898, -6.33674], [-1.21678, -0.44676, -8.07279], [-1.92177, -2.73521, -7.42343], [-2.13268, -3.34769, -5.08143], [0.70830, -3.59780, -2.60411], [1.09727, -6.02515, -2.63793], [-0.81842, -7.60314, -2.61769], [-3.13824, -6.72435, -2.56470], [-3.55559, -4.31408, -2.53618], [-3.03258, -2.22446, -0.00432], [-5.35688, -1.90934, 0.73011], [-7.09344, -1.17720, -0.88595], [-6.47372, -0.75312, -3.25025], [-4.17100, -1.05484, -4.00756], [-5.22122, 1.86590, 2.09192], [-3.46935, 2.85096, 2.41371], [-2.77570, 2.48981, 0.12257], [-2.28783, 0.76470, 2.75012], [-1.79200, -3.33632, 1.34092], [-2.33073, -5.70953, 2.39497], [-6.73367, 1.67598, 0.30257], [-5.97438, 0.07368, 0.52875], [-6.68470, -0.74450, 1.95041], [-4.44060, 0.19614, 0.66321], [-3.98875, 0.86817, 1.63685], [-3.78217, -0.40699, -0.24237], [-6.23290, -0.52817, -0.34750], [1.08052, -0.98521, -1.28523]],
  "s2": 0.75,
  "spin_multiplicity": 2,
  "e_homo_ev": [-1.2030, -1.3121],
  "total_charge": -2
}

***

| no. | total energy (a.u.) |
| --- | --- |
| 1 | -1019.85256 |
| 2 | -686.83795 |
| 3 | -6382.33666 |